The following is a quantum chemistry calculation of C9H10BNO3 in the gas phase in a non-equilibrium geometry, from the Open Molecules 2025 dataset.

## Properties
- ΔE to the lowest compared entry with this formula, charge and spin: 145.0 kJ/mol
- SMILES: OB(O)N1C=CO[C@H]1c1ccccc1
- Max |F|: 5.79 eV/Å
- LUMO level: 0.5 eV
- E_HOMO: -7.61 eV
- Gap between HOMO and LUMO: 8.1414 eV

Cartesian coordinates (Å):
O (0.3167, -2.8098, -1.5224)
B (0.5012, -1.4686, -1.4218)
O (1.7574, -0.9524, -1.3327)
N (-0.7377, -0.7891, -1.3529)
C (-2.0158, -1.2312, -1.3421)
C (-2.8323, -0.3237, -0.8381)
O (-2.2724, 0.9531, -0.6346)
C (-0.9730, 0.9188, -0.8661)
C (0.0011, 0.9788, 0.2538)
C (1.3199, 1.3753, 0.2044)
C (2.1239, 1.3867, 1.2897)
C (1.5312, 0.9668, 2.4636)
C (0.2374, 0.5073, 2.5877)
C (-0.5398, 0.5812, 1.4848)
H (1.0033, -3.4147, -1.7146)
H (1.9319, -0.1290, -1.8077)
H (-2.0911, -2.2407, -1.5573)
H (-3.8469, -0.3919, -0.7121)
H (-0.7430, 1.5752, -1.7861)
H (1.8063, 1.7508, -0.7060)
H (3.1694, 1.5503, 1.1689)
H (2.3091, 0.8625, 3.1866)
H (-0.3459, 0.2359, 3.5452)
H (-1.6107, 0.1085, 1.4096)

Forces on atoms 1 to 2 (eV/Å):
O -1.27 -0.61 0.22
B -0.77 -0.38 -0.04